[1]
ORCA calculation (ωB97M-V with the def2-TZVPD basis set) on a 2-piece molecular cluster, CH4N2O overall.

Summary:
- SMILES string = N=C=O.N
- frontier orbital gap (eV) = 10.9
- 2S+1 = 1
- ΔE to the lowest compared entry with this formula, charge and spin (kJ/mol) = 139.6

CARTESIAN COORDINATES (ANGSTROEM)
N: 1.422 -1.425 -0.350
C: 1.463 -0.300 0.039
O: 1.717 0.679 0.596
H: 0.764 -2.126 -0.434
N: -1.392 0.524 0.062
H: -2.097 0.937 -0.605
H: -0.388 0.492 -0.141
H: -1.488 1.217 0.834

[2]
ORCA calculation (ωB97M-V with the def2-TZVPD basis set) on one molecule with the formula CH4N2O2.

Summary:
- SMILES string = NN(O)C=O
- frontier orbital gap (eV) = 10.3
- 2S+1 = 1
- ΔE to the lowest compared entry with this formula, charge and spin (kJ/mol) = 255.7

CARTESIAN COORDINATES (ANGSTROEM)
N: -1.120 -0.689 0.003
N: -0.021 0.104 -0.206
O: -0.389 1.235 -1.071
C: 1.199 0.012 0.402
O: 1.482 -0.876 1.123
H: -1.035 -1.524 -0.721
H: -1.053 -1.148 0.897
H: -0.821 2.009 -0.634
H: 1.758 0.876 0.207

[3]
ORCA calculation (ωB97M-V with the def2-TZVPD basis set) on one molecule with the formula CH4N2O2.

Summary:
- SMILES string = NC(=O)NO
- frontier orbital gap (eV) = 10.7
- 2S+1 = 1
- ΔE to the lowest compared entry with this formula, charge and spin (kJ/mol) = 66.0

CARTESIAN COORDINATES (ANGSTROEM)
N: 0.493 -0.317 1.669
C: 0.317 -0.256 0.320
O: 0.706 -1.069 -0.502
N: -0.567 0.829 -0.088
O: -0.837 0.818 -1.476
H: 0.659 0.550 2.138
H: 1.099 -1.058 2.027
H: -1.482 0.614 0.362
H: -0.604 -0.144 -1.689

[4]
ORCA calculation (ωB97M-V with the def2-TZVPD basis set) on a 2-piece molecular cluster, CH4N2O2 overall.

Summary:
- SMILES string = N#[N+][O-].CO
- frontier orbital gap (eV) = 11.7
- 2S+1 = 1
- ΔE to the lowest compared entry with this formula, charge and spin (kJ/mol) = 230.7

CARTESIAN COORDINATES (ANGSTROEM)
N: 2.897 0.891 -0.375
N: 2.565 -0.100 -0.012
O: 2.422 -1.187 0.293
C: -1.349 -0.258 -0.182
O: -1.092 0.739 0.838
H: -2.353 -0.512 -0.445
H: -1.049 -1.148 0.302
H: -0.709 -0.038 -0.995
H: -1.330 1.613 0.576

[5]
ORCA calculation (ωB97M-V with the def2-TZVPD basis set) on a 2-piece molecular cluster, CH4N2O2 overall.

Summary:
- frontier orbital gap (spin up / spin down) (eV) = 9.5 / 9.5
- 2S+1 = 3
- ΔE to the lowest compared entry with this formula, charge and spin (kJ/mol) = 400.0

CARTESIAN COORDINATES (ANGSTROEM)
C: 0.265 -1.244 0.068
N: -0.711 2.140 0.110
N: -0.163 1.091 -0.065
O: 1.501 1.041 -0.927
O: -0.610 -0.146 0.369
H: 1.184 -1.088 -0.465
H: -0.375 -1.955 -0.461
H: 0.569 -1.948 0.971
H: -1.661 2.109 0.401

[6]
ORCA calculation (ωB97M-V with the def2-TZVPD basis set) on a 2-piece molecular cluster, CH4N2O2S overall.

Summary:
- frontier orbital gap (spin up / spin down) (eV) = 8.5 / 8.4
- 2S+1 = 1
- ΔE to the lowest compared entry with this formula, charge and spin (kJ/mol) = 255.7

CARTESIAN COORDINATES (ANGSTROEM)
C: 0.003 1.728 -1.121
N: -0.557 1.510 -0.048
N: -0.561 -1.754 0.596
O: 0.655 -0.314 2.260
O: 1.591 -0.642 -0.036
S: 0.472 -0.464 0.851
H: -0.335 2.577 -1.719
H: 0.822 1.147 -1.547
H: -1.415 -1.757 1.130
H: -0.676 -2.032 -0.367

[7]
ORCA calculation (ωB97M-V with the def2-TZVPD basis set) on a 2-piece molecular cluster, CH4N2O2S overall.

Summary:
- frontier orbital gap (eV) = 10.2
- 2S+1 = 1
- ΔE to the lowest compared entry with this formula, charge and spin (kJ/mol) = 277.2

CARTESIAN COORDINATES (ANGSTROEM)
C: -1.762 0.038 0.416
N: 2.922 0.269 0.266
N: 2.397 1.184 -0.070
O: 3.490 -0.662 0.623
O: 0.475 -1.027 -0.570
S: -0.309 0.197 -0.719
H: -1.390 0.104 1.433
H: -2.436 0.859 0.205
H: -2.247 -0.918 0.264
H: -1.139 -0.045 -1.849

[8]
ORCA calculation (ωB97M-V with the def2-TZVPD basis set) on a 2-piece molecular cluster, CH4N2O2S overall.

Summary:
- frontier orbital gap (spin up / spin down) (eV) = 9.9 / 5.3
- 2S+1 = 1
- ΔE to the lowest compared entry with this formula, charge and spin (kJ/mol) = 624.0

CARTESIAN COORDINATES (ANGSTROEM)
C: -0.379 -0.474 0.327
N: -2.794 0.079 0.285
N: -0.358 0.523 1.228
O: -3.692 -0.224 -0.364
O: -1.490 -0.742 -0.324
S: 0.860 -1.767 0.137
H: 0.493 0.532 -1.268
H: 0.523 0.747 1.803
H: -1.068 1.287 1.034
H: 1.056 -2.204 1.411

[9]
ORCA calculation (ωB97M-V with the def2-TZVPD basis set) on a 2-piece molecular cluster, CH4N2O2S overall.

Summary:
- frontier orbital gap (spin up / spin down) (eV) = 8.4 / 7.6
- 2S+1 = 1
- ΔE to the lowest compared entry with this formula, charge and spin (kJ/mol) = 362.9

CARTESIAN COORDINATES (ANGSTROEM)
C: -1.320 -0.442 0.793
N: 2.086 -0.498 -1.074
N: 1.044 -0.443 -1.633
O: -1.058 2.054 -0.501
O: 0.825 1.115 0.983
S: -0.238 0.933 -0.027
H: -2.175 -0.484 0.286
H: -0.616 -1.294 0.775
H: -1.586 -0.236 1.856
H: 3.037 -0.705 -1.458

[10]
ORCA calculation (ωB97M-V with the def2-TZVPD basis set) on one molecule with the formula CH4N2O2S.

Summary:
- frontier orbital gap (eV) = 9.4
- 2S+1 = 1
- ΔE to the lowest compared entry with this formula, charge and spin (kJ/mol) = 445.5

CARTESIAN COORDINATES (ANGSTROEM)
C: 1.308 0.794 0.052
N: -0.887 1.373 -0.387
N: 0.991 -0.475 0.357
O: 0.020 -0.627 1.295
O: -1.543 -1.089 -0.862
S: -1.513 0.238 0.274
H: 1.854 1.057 -0.717
H: 1.169 1.461 0.876
H: 0.749 -1.011 -0.517
H: -2.148 -1.720 -0.372

[11]
ORCA calculation (ωB97M-V with the def2-TZVPD basis set) on one molecule with the formula CH4N2O3.

Summary:
- SMILES string = N/C(O)=N\OO
- frontier orbital gap (eV) = 9.7
- 2S+1 = 1
- ΔE to the lowest compared entry with this formula, charge and spin (kJ/mol) = 205.8

CARTESIAN COORDINATES (ANGSTROEM)
N: 0.652 -0.388 -1.137
C: -0.423 -0.462 -0.316
O: -1.515 -0.862 -0.976
N: -0.509 -0.185 0.936
O: 0.743 0.181 1.419
O: 0.637 1.462 2.066
H: 0.469 0.134 -1.985
H: 1.429 0.046 -0.642
H: -1.266 -1.190 -1.851
H: -0.218 1.263 2.486

[12]
ORCA calculation (ωB97M-V with the def2-TZVPD basis set) on a 2-piece molecular cluster, CH4N2O3 overall.

Summary:
- SMILES string = NC=O.O=NO
- frontier orbital gap (eV) = 10.6
- 2S+1 = 1
- ΔE to the lowest compared entry with this formula, charge and spin (kJ/mol) = 63.9

CARTESIAN COORDINATES (ANGSTROEM)
N: -0.946 -0.822 0.058
C: -1.513 0.407 -0.065
O: -0.900 1.444 0.034
H: -1.633 -1.577 -0.010
H: 0.076 -1.174 -0.036
H: -2.635 0.589 -0.285
O: 2.981 -0.817 -0.073
N: 1.858 -0.363 0.143
O: 1.807 0.958 0.014
H: 0.905 1.356 0.219

[13]
ORCA calculation (ωB97M-V with the def2-TZVPD basis set) on one molecule with the formula CH4N2O3.

Summary:
- SMILES string = NOC[N+](=O)[O-]
- frontier orbital gap (eV) = 9.9
- 2S+1 = 1
- ΔE to the lowest compared entry with this formula, charge and spin (kJ/mol) = 368.1

CARTESIAN COORDINATES (ANGSTROEM)
N: 1.456 -0.878 0.561
O: 0.897 -0.679 -0.710
C: -0.129 0.475 -0.672
N: -1.272 0.149 0.071
O: -2.166 0.934 0.141
O: -1.290 -0.884 0.662
H: 0.745 -1.143 1.240
H: 1.921 -0.011 0.985
H: 0.243 1.592 -0.456
H: -0.406 0.445 -1.822

[14]
ORCA calculation (ωB97M-V with the def2-TZVPD basis set) on CH4N2O3 as an isolated structure.

Summary:
- frontier orbital gap (spin up / spin down) (eV) = 7.4 / 6.6
- 2S+1 = 3
- ΔE to the lowest compared entry with this formula, charge and spin (kJ/mol) = 299.5

CARTESIAN COORDINATES (ANGSTROEM)
C: 0.327 0.207 0.226
N: 1.086 -0.870 -0.205
N: -1.172 -0.147 -0.005
O: -1.308 -1.296 -0.319
O: -1.935 0.760 0.125
O: 0.483 1.354 -0.445
H: 0.505 0.515 1.558
H: 1.476 -0.961 -1.087
H: 0.503 -1.596 0.178
H: 0.035 2.033 -0.027

[15]
ORCA calculation (ωB97M-V with the def2-TZVPD basis set) on CH4N2O3P as an isolated structure.

Summary:
- charge = -1
- frontier orbital gap (spin up / spin down) (eV) = 7.4 / 7.4
- 2S+1 = 1
- ΔE to the lowest compared entry with this formula, charge and spin (kJ/mol) = 379.7

CARTESIAN COORDINATES (ANGSTROEM)
C: 1.405 0.768 0.109
N: -1.125 -2.041 0.750
N: -0.409 -1.745 -0.212
O: -0.548 1.139 -1.677
O: -2.289 0.986 0.177
O: 0.207 1.197 0.727
P: -0.958 0.691 -0.317
H: 2.052 0.416 0.896
H: 1.767 1.650 -0.397
H: 1.153 0.077 -0.757
H: -1.255 -3.137 0.701

[16]
ORCA calculation (ωB97M-V with the def2-TZVPD basis set) on one molecule with the formula CH4N2O4S2.

Summary:
- frontier orbital gap (spin up / spin down) (eV) = 8.1 / 8.1
- 2S+1 = 1

CARTESIAN COORDINATES (ANGSTROEM)
C: -1.288 1.619 0.488
N: 2.172 -0.613 -0.742
N: 1.449 -0.710 0.396
O: -2.377 0.914 0.218
O: -0.922 -0.931 -1.134
O: -0.219 1.315 0.067
O: -0.738 -1.479 1.307
S: -2.316 -0.538 -0.605
S: 0.181 -1.817 0.302
H: -1.650 2.485 1.220
H: 1.475 -0.340 -1.606
H: 3.029 -0.035 -0.799
H: 1.205 0.131 0.887

[17]
ORCA calculation (ωB97M-V with the def2-TZVPD basis set) on a 2-piece molecular cluster, CH4N2OS overall.

Summary:
- frontier orbital gap (eV) = 9.3
- 2S+1 = 1
- ΔE to the lowest compared entry with this formula, charge and spin (kJ/mol) = 496.6

CARTESIAN COORDINATES (ANGSTROEM)
C: 1.970 0.477 0.703
N: 2.484 0.147 -0.294
N: -1.832 -0.997 0.022
O: -1.181 -0.141 -0.906
S: -0.902 1.415 -0.133
H: 0.416 0.991 0.442
H: 3.234 -0.003 -0.895
H: -2.825 -0.936 0.151
H: -1.365 -0.954 0.909

[18]
ORCA calculation (ωB97M-V with the def2-TZVPD basis set) on one molecule with the formula CH4N2OS.

Summary:
- SMILES string = NNOC=S
- frontier orbital gap (eV) = 9.1
- 2S+1 = 1
- ΔE to the lowest compared entry with this formula, charge and spin (kJ/mol) = 412.2

CARTESIAN COORDINATES (ANGSTROEM)
N: 0.572 0.228 -0.403
N: -0.477 0.267 0.606
O: -0.346 -0.797 1.488
C: -0.889 -2.131 0.840
S: -0.911 -3.478 1.703
H: 1.357 0.819 -0.138
H: 0.098 0.661 -1.140
H: -0.336 1.147 1.124
H: -1.268 -1.928 -0.109

[19]
ORCA calculation (ωB97M-V with the def2-TZVPD basis set) on CH4N2P2 as an isolated structure.

Summary:
- frontier orbital gap (eV) = 7.7
- 2S+1 = 1
- ΔE to the lowest compared entry with this formula, charge and spin (kJ/mol) = 275.6

CARTESIAN COORDINATES (ANGSTROEM)
C: 0.559 -1.219 1.166
N: -1.491 0.522 -0.530
N: 1.491 0.623 -0.580
P: -0.926 -0.510 0.567
P: 1.908 -0.727 0.231
H: -2.523 0.570 -0.599
H: 2.256 1.000 -0.943
H: 0.753 1.242 -0.395
H: -2.027 -1.501 1.084

[20]
ORCA calculation (ωB97M-V with the def2-TZVPD basis set) on a 2-piece molecular cluster, CH4N2P2 overall.

Summary:
- frontier orbital gap (eV) = 7.6
- 2S+1 = 1
- ΔE to the lowest compared entry with this formula, charge and spin (kJ/mol) = 109.2

CARTESIAN COORDINATES (ANGSTROEM)
C: 0.314 1.323 0.404
N: -0.512 1.006 1.327
N: -0.253 -1.638 -0.678
P: 1.269 0.531 -0.891
P: 1.106 2.577 -0.580
H: -0.885 1.865 1.792
H: 0.122 -2.523 -0.980
H: -1.268 -1.461 -0.643
H: 0.107 -1.680 0.250

It is found that the largest force on an atom values, taken in the order of the records, are 2.29; 3.70; 2.13; 4.44; 3.24; 3.19; 2.84; 3.12; 4.78; 6.59; 1.93; 3.64; 6.68; 5.60; 3.23; 5.63; 2.72; 4.79; 5.09; 1.54 eV Å⁻¹.